Molecular formula: C22H29N3O5S2
Method: DFT, ωB97M-V/def2-TZVPD

Geometry as XYZ:
```
61
Properties=species:S:1:pos:R:3:forces:R:3:mulliken_charge:R:1
O -1.6790 0.2524 -0.9932 0.270 -0.105 0.099 -0.634
S -1.5107 -0.0124 0.4095 0.011 -0.070 0.281 1.300
O -2.6738 -0.3198 1.1883 0.011 0.051 0.288 -0.768
N -0.7239 1.2012 1.2259 -0.468 -0.576 -0.157 -0.214
H -1.3722 1.6735 1.8371 -0.281 -0.056 0.123 0.364
C 0.1831 2.0973 0.5204 0.200 0.072 -0.530 -0.358
C -0.5569 3.0715 -0.4000 0.295 0.121 -0.056 -0.394
C 0.4485 3.9028 -1.2100 -0.239 0.111 0.144 -1.165
N 1.3924 3.0998 -1.9604 0.097 0.010 -0.165 0.116
C 2.1096 2.2088 -1.0763 -0.015 -0.279 0.111 -1.559
C 1.1896 1.2717 -0.2767 0.327 0.407 0.003 -0.070
H 1.7779 0.6476 0.3982 0.019 -0.051 0.002 0.340
H 0.6493 0.6234 -0.9651 0.131 -0.023 -0.067 0.128
H 2.8149 1.6197 -1.6670 0.038 0.037 0.055 0.524
H 2.6839 2.8300 -0.3808 0.066 -0.062 0.008 0.447
C 0.8021 2.4338 -3.1155 0.112 0.040 0.054 -0.300
C 0.3137 3.4469 -4.1155 -0.092 -0.079 -0.070 -0.077
C -0.9825 3.3985 -4.6083 0.102 -0.049 0.058 -0.258
C -1.4174 4.3333 -5.5328 -0.093 0.066 -0.100 -0.683
C -0.5614 5.3298 -5.9677 -0.102 0.039 -0.061 -0.356
C 0.7323 5.3883 -5.4750 0.085 0.036 -0.008 -0.617
C 1.1674 4.4513 -4.5564 -0.015 -0.032 -0.007 -0.264
H 2.1712 4.4925 -4.1614 0.116 0.022 0.055 0.394
H 1.4028 6.1662 -5.8106 0.057 0.056 -0.027 0.379
H -0.9012 6.0603 -6.6873 -0.029 0.057 -0.051 0.379
H -2.4281 4.2848 -5.9114 -0.079 0.002 -0.028 0.384
H -1.6554 2.6246 -4.2665 -0.062 -0.088 0.057 0.402
H -0.0216 1.7544 -2.8507 0.028 -0.033 -0.071 0.185
H 1.5958 1.8361 -3.5775 -0.078 -0.062 0.064 0.480
H -0.0825 4.5531 -1.9078 0.036 0.067 0.118 0.477
H 1.0289 4.5337 -0.5283 -0.042 0.074 -0.021 0.407
H -1.1909 3.7357 0.1911 -0.067 0.017 0.016 0.435
H -1.1970 2.4996 -1.0715 -0.041 0.067 0.027 0.255
H 0.7227 2.6647 1.2915 -0.056 -0.115 -0.068 0.414
C -0.3729 -1.3828 0.5980 -0.241 0.295 -0.032 -0.061
C 0.0827 -1.6640 1.8707 0.061 0.045 0.109 -0.892
C 0.8998 -2.7617 2.0536 0.176 -0.009 0.588 -0.054
C 1.2785 -3.5574 0.9872 0.110 -0.087 -0.081 -0.271
C 0.8184 -3.2613 -0.2872 -0.051 0.013 0.140 -0.820
C -0.0232 -2.1746 -0.4793 -0.092 0.079 -0.135 -0.189
H -0.4116 -1.9237 -1.4542 0.010 -0.006 -0.147 0.604
H 1.1084 -3.8769 -1.1246 0.024 -0.039 -0.067 0.441
H 1.9372 -4.3915 1.1728 0.092 -0.104 -0.059 0.495
S 1.4230 -3.1798 3.7251 -0.078 -0.209 0.139 1.252
O 2.5699 -4.0310 3.6222 -0.145 -0.131 -0.280 -0.736
O 1.5048 -1.9637 4.4742 -0.299 0.150 -0.117 -0.706
N 0.2106 -4.0830 4.3908 0.853 0.571 -0.274 0.059
C 0.0237 -5.4381 3.9286 -0.179 -0.489 -0.420 -0.742
H 0.9671 -5.7689 3.4968 -0.087 -0.229 0.018 0.387
C -1.1254 -5.5148 2.9169 0.253 -0.112 0.048 -0.231
H -1.3640 -6.5538 2.6834 0.110 0.053 -0.047 0.369
O -2.3033 -4.9569 3.4533 -0.143 -0.105 0.112 -0.445
C -2.1275 -3.5976 3.7950 0.099 0.178 0.174 -0.181
H -3.0804 -3.2683 4.2111 0.092 0.093 -0.031 0.380
C -1.0046 -3.4333 4.8269 -0.580 0.302 -0.045 -0.735
H -0.7693 -2.3846 5.0013 -0.201 0.019 0.131 0.388
H -1.3120 -3.8961 5.7718 0.043 0.084 -0.058 0.347
H -1.9108 -3.0095 2.8905 -0.077 -0.067 0.105 0.130
H -0.8496 -4.9866 1.9904 -0.055 -0.102 0.081 0.147
H -0.2166 -6.0639 4.7955 0.069 0.032 -0.069 0.337
H -0.1844 -1.0311 2.7007 -0.009 0.104 0.146 0.638
```
Forces are in eV/Å.

## Properties
**HOMO**: -8.57 eV
**Relative energy (zero: lowest compared OMol25 entry of this formula, charge and spin)**: 28.46 kcal per mole
**SMILES**: O=S(=O)(NC1CCN(Cc2ccccc2)CC1)c1cccc(S(=O)(=O)N2CCOCC2)c1
**Spin multiplicity**: 1
**Gap between HOMO and LUMO**: 0.320 Eh
**DFT total energy**: -2192.53632 Eh

---

Molecular formula: CHNO2S
Method: DFT, ωB97M-V/def2-TZVPD

Geometry as XYZ:
```
6
Properties=species:S:1:pos:R:3:forces:R:3:lowdin_spin:R:1
C 1.3804 0.5225 0.2982 1.452 -0.166 0.222 0.500
N 0.9543 1.1339 1.4836 0.851 0.005 -0.410 0.095
O 0.2222 2.0881 1.4165 -0.682 0.530 -0.194 0.089
O 1.3832 0.5949 2.4842 -0.020 -0.357 0.564 0.099
S 2.6806 0.3922 -0.5513 -0.932 0.229 0.238 0.474
H -0.3930 -0.2775 -0.3837 -0.670 -0.241 -0.418 0.744
```
Forces are in eV/Å.

## Properties
**HOMO (spin up / spin down)**: -8.56 / -11.49 eV
**Relative energy (zero: lowest compared OMol25 entry of this formula, charge and spin)**: 165.88 kcal per mole
**Expectation value of S²**: 2.0084
**Spin multiplicity**: 3
**Gap between HOMO and LUMO (spin up / spin down)**: 0.258 / 0.311 Eh
**DFT total energy**: -641.81335 Eh

---

Molecular formula: C7H15N3O2
Method: DFT, ωB97M-V/def2-TZVPD

Geometry as XYZ:
```
27
Properties=species:S:1:pos:R:3:forces:R:3:mulliken_charge:R:1
C 3.6613 1.6612 -0.3828 0.414 -0.894 0.252 -0.826
C 1.8916 -0.1103 -0.4795 -0.937 -0.041 0.037 0.549
C 2.8803 -1.2480 -0.2466 -0.018 -0.444 -0.425 -0.553
C -2.0537 1.8289 0.7713 0.305 -0.465 -1.052 -0.754
C -1.7819 -0.6112 0.6998 -0.183 -0.013 0.524 -0.080
C -1.7768 -1.7860 0.0678 0.404 0.143 -0.074 -0.961
C -3.7576 0.4414 -0.3295 0.140 -0.035 -0.112 0.184
H 4.3813 0.8294 -0.2121 -0.376 0.830 0.200 0.283
H 3.8881 2.5240 0.2677 -0.044 -0.550 -0.265 0.304
H 3.7869 1.9498 -1.4358 -0.217 0.106 0.190 0.287
H 1.5943 1.8405 -0.2559 -0.174 -0.052 -0.077 0.262
H 2.3247 -2.1962 -0.4106 0.277 0.614 0.065 0.324
H 3.6703 -1.1628 -1.0150 -0.208 -0.148 0.086 0.336
H 4.0336 -1.9508 1.1454 -0.115 0.186 0.052 0.310
H -2.2920 2.5501 -0.0425 0.048 -0.473 0.546 0.373
H -2.4389 2.2105 1.7156 0.218 0.013 0.097 0.263
H -0.9662 1.6772 0.7476 -0.240 0.571 0.432 0.106
H -1.1252 -0.4119 1.5550 -0.123 -0.375 -0.310 0.447
H -1.0575 -2.5288 0.4143 -0.293 0.181 -0.182 0.221
H -2.2931 -1.9629 -0.8798 0.054 -0.008 0.551 0.350
H -4.0313 1.4461 -0.6888 -0.045 -0.336 0.128 0.301
H -4.2010 -1.4311 -0.2589 0.098 0.352 -0.151 0.299
N 2.3117 1.1499 -0.0925 0.017 0.014 -0.571 -0.174
N -2.5882 0.5034 0.4438 -0.937 -0.039 -0.837 -0.011
N -4.4925 -0.5429 -0.6794 0.402 0.375 0.512 -0.752
O 0.7645 -0.3414 -0.9236 1.548 0.528 0.577 -0.578
O 3.4518 -1.1850 1.0546 -0.013 -0.039 -0.192 -0.509
```
Forces are in eV/Å.

## Properties
**HOMO**: -7.90 eV
**Relative energy (zero: lowest compared OMol25 entry of this formula, charge and spin)**: 27.81 kcal per mole
**SMILES**: [H]/N=C\N(C)C=C.CNC(=O)CO
**Spin multiplicity**: 1
**Gap between HOMO and LUMO**: 0.311 Eh
**DFT total energy**: -590.41079 Eh

---

- relative energy (zero: lowest compared OMol25 entry of this formula, charge and spin) of number 3 (C7H15N3O2)?
  27.81 kcal per mole